Computed, not measured: a molecular structure, C53H40BrClN9O7PSTi in a non-equilibrium geometry, with the ωB97M-V functional and the def2-TZVPD basis.

Last column: Mulliken spin population.
Geometry (Å):
Ti1 -0.3225 -0.0641 0.8013  0.140
N1 -2.9990 3.7109 1.0904  0.017
C1 -1.9668 2.7814 1.1186  0.051
S1 -1.7762 1.8802 2.5424  0.016
N2 -1.2416 2.7331 0.0335  -0.012
N3 -0.2994 1.7829 -0.1016  0.234
C2 0.6029 1.9897 -1.0795  0.166
C3 0.5467 3.1304 -1.9991  -0.064
C4 1.6968 3.8714 -2.3047  0.042
C5 1.6346 4.9754 -3.1334  -0.013
C6 0.4255 5.3678 -3.6880  0.025
C7 -0.7217 4.6421 -3.4029  -0.021
C8 -0.6631 3.5439 -2.5681  0.029
C9 1.6790 1.0667 -1.0841  0.103
C10 2.6455 0.9596 -2.1115  0.003
C11 3.7104 0.1161 -1.9518  0.053
C12 3.8319 -0.5961 -0.7501  0.088
C13 2.8175 -0.4961 0.1802  -0.020
N4 1.7361 0.2607 0.0201  0.099
H1 -3.2867 3.9839 2.0175  0.002
H2 -2.8361 4.4778 0.4535  0.002
H3 2.6454 3.5925 -1.8662  0.016
H4 2.5307 5.5466 -3.3422  -0.001
H5 0.3780 6.2338 -4.3335  0.003
H6 -1.6704 4.9334 -3.8375  0.000
H7 -1.5617 2.9915 -2.3487  0.017
H8 2.5150 1.5265 -3.0212  0.009
H9 4.4480 0.0008 -2.7345  0.003
H10 4.6957 -1.2116 -0.5560  0.004
H11 2.8992 -1.0208 1.1241  -0.001
O1 4.5292 2.0517 5.5371  0.000
C14 4.1178 1.3739 4.4368  0.000
O2 4.7251 0.4203 4.0503  0.000
C15 2.9417 1.9432 3.7437  0.000
C16 2.6256 3.2752 3.5286  -0.001
Cl1 3.3713 4.7223 4.0656  0.000
N5 1.5684 3.3250 2.6875  0.005
N6 1.1645 2.0989 2.3672  -0.015
C17 1.9566 1.2480 2.9863  -0.019
C18 1.5528 -0.2115 3.0818  0.004
O3 2.0974 -0.9100 3.9142  -0.001
O4 0.5916 -0.5504 2.3103  0.006
C19 0.8408 4.4601 2.2427  -0.002
C20 1.0675 4.9480 0.9668  0.006
C21 0.2997 5.9952 0.4930  0.006
C22 -0.6861 6.5483 1.2917  -0.003
C23 -0.8900 6.0719 2.5777  0.001
C24 -0.1329 5.0183 3.0582  0.002
H12 3.9647 2.8124 5.7261  0.000
H13 1.8275 4.4937 0.3522  -0.008
H14 0.4690 6.3659 -0.5061  0.001
H15 -1.3092 7.3400 0.9014  0.000
H16 -1.6518 6.5154 3.2027  0.000
H17 -0.3104 4.6119 4.0419  0.002
N7 -0.1937 -1.6874 -0.2165  0.007
P1 0.7487 -2.9022 -0.2445  0.007
C25 1.8637 -3.3153 1.1566  -0.006
C26 1.1659 -3.4650 2.3505  0.002
C27 1.8365 -3.8203 3.5047  -0.001
C28 3.2044 -4.0336 3.4712  0.000
C29 3.8992 -3.8964 2.2817  0.002
C30 3.2333 -3.5372 1.1232  0.009
C31 1.7375 -2.9575 -1.8043  0.002
C32 1.3826 -1.9577 -2.7024  -0.016
C33 2.0075 -1.8574 -3.9315  -0.012
C34 2.9945 -2.7641 -4.2794  0.005
C35 3.3346 -3.7796 -3.4010  -0.001
C36 2.7049 -3.8845 -2.1727  0.005
C37 -0.0742 -4.5641 -0.2882  -0.001
C38 -1.4522 -4.6420 -0.3970  -0.001
C39 -2.1033 -5.8618 -0.3382  0.001
C40 -1.3742 -7.0267 -0.1766  0.000
C41 0.0060 -6.9602 -0.0757  0.000
C42 0.6508 -5.7387 -0.1211  0.000
H18 0.0953 -3.2860 2.3613  0.001
H19 1.2991 -3.9216 4.4346  0.000
H20 3.7333 -4.2963 4.3763  0.000
H21 4.9680 -4.0594 2.2563  0.000
H22 3.7822 -3.4188 0.1998  -0.006
H23 0.6076 -1.2609 -2.3958  0.019
H24 1.7336 -1.0687 -4.6175  -0.001
H25 3.4906 -2.6859 -5.2370  0.000
H26 4.0970 -4.4965 -3.6734  0.000
H27 2.9700 -4.6933 -1.5086  0.001
H28 -2.0072 -3.7255 -0.5031  0.006
H29 -3.1816 -5.9052 -0.4037  0.000
H30 -1.8796 -7.9807 -0.1127  0.000
H31 0.5826 -7.8642 0.0601  0.000
H32 1.7228 -5.6961 0.0039  0.000
O5 -1.7553 0.1962 -1.1170  -0.003
N8 -2.8995 0.6961 -1.4181  0.000
C43 -3.1587 0.9766 -2.7232  0.007
C44 -4.3637 1.4961 -3.1176  -0.005
C45 -5.3624 1.7311 -2.1807  0.013
C46 -5.0811 1.4406 -0.8462  -0.003
C47 -3.8580 0.9359 -0.4886  0.003
H33 -2.3601 0.7377 -3.4072  0.003
H34 -4.5227 1.7071 -4.1638  0.000
H35 -6.3235 2.1214 -2.4756  0.001
H36 -5.8238 1.6015 -0.0811  0.002
H37 -3.5841 0.7318 0.5366  0.005
Br1 -4.3025 -2.4083 -3.2861  0.000
C48 -4.5941 -2.3567 -1.4032  0.001
C49 -5.8621 -2.5989 -0.9008  0.000
N9 -6.1132 -2.5757 0.3961  0.000
C50 -5.1214 -2.3137 1.2353  0.000
C51 -3.8256 -2.0306 0.8240  -0.005
C52 -3.5558 -2.0618 -0.5412  0.008
C53 -2.7095 -1.6873 1.8140  0.013
O6 -2.6409 -2.3177 2.8536  0.002
O7 -1.9766 -0.7117 1.4443  -0.036
H38 -6.6968 -2.8179 -1.5551  0.000
H39 -5.3641 -2.3225 2.2886  0.000
H40 -2.5554 -1.8366 -0.8906  -0.002

As for the total energy: -209162.2079 eV. The value obtained for the energy above the lowest of the compared OMol25 structures with the same formula, charge and spin is 52.26 kcal per mole. Its expectation value of S² is 0.76. For the HOMO energy (alpha / beta), the calculation gives -2.910 / -4.389 eV. The spin multiplicity is 2. The gap between HOMO and LUMO (alpha / beta) is 0.1868 / 0.2403 hartree. The total charge is -1.

Computed, not measured: a molecular structure, C53H40N3O6RbS3, with the ωB97M-V functional and the def2-TZVPD basis.

Last column: Löwdin charge in e.
Geometry (Å):
Rb1 -0.2708 0.2547 -0.3717  0.925
O1 0.4880 3.9653 4.8580  0.005
C1 1.2458 2.9177 5.1821  -0.301
C2 1.9970 2.9667 6.3628  -0.044
C3 2.7819 1.8942 6.7504  -0.129
C4 2.8347 0.7442 5.9697  -0.124
C5 2.0985 0.6984 4.7929  -0.050
C6 1.3112 1.7629 4.3698  -0.066
C7 0.5630 1.6425 3.0628  -0.484
O2 0.7783 0.6430 2.3280  -0.165
N1 -0.2727 2.6470 2.8528  -0.008
N2 -0.9141 2.6099 1.6170  0.008
C8 -2.0180 3.2568 1.6113  -0.120
C9 -2.9068 3.4841 0.4729  -0.160
C10 -4.1125 4.1380 0.7469  -0.107
C11 -5.0469 4.4446 -0.2281  -0.160
C12 -4.7428 4.0964 -1.5545  -0.151
C13 -3.5693 3.4582 -1.8713  -0.052
C14 -2.5928 3.0861 -0.8834  -0.444
O3 -1.5436 2.4572 -1.1971  -0.229
H1 -0.0006 3.6640 3.9836  0.064
H2 1.9373 3.8666 6.9641  0.100
H3 3.3514 1.9542 7.6723  0.085
H4 3.4348 -0.1047 6.2774  0.081
H5 2.1019 -0.1840 4.1637  0.072
H6 -2.3523 3.7103 2.5541  0.107
H7 -4.3127 4.4136 1.7804  0.091
H8 -5.9732 4.9470 0.0236  0.067
H9 -5.4517 4.3262 -2.3460  0.084
H10 -3.3505 3.1664 -2.8928  0.102
C15 5.3596 -6.8702 4.0260  -0.057
C16 4.5058 -5.7139 3.5768  -0.285
C17 3.3063 -5.9254 2.9103  -0.036
C18 2.5430 -4.8590 2.4484  -0.060
C19 2.9948 -3.5711 2.6496  -0.363
C20 4.1705 -3.3304 3.3520  -0.073
C21 4.9218 -4.4001 3.8033  -0.052
S1 1.9852 -2.1842 2.1217  1.042
O4 0.8261 -2.7611 1.3822  -0.484
C22 3.1202 -1.4560 0.9135  -0.271
C23 3.4770 -0.1179 1.2039  -0.051
C24 4.2995 0.5683 0.3645  -0.001
C25 4.8043 -0.0454 -0.8045  -0.145
C26 5.6672 0.6499 -1.6908  -0.034
C27 6.1479 0.0504 -2.8162  -0.089
C28 5.7853 -1.2829 -3.1154  -0.078
C29 4.9503 -1.9723 -2.2860  -0.017
C30 4.4316 -1.3755 -1.1061  -0.104
C31 3.5544 -2.0829 -0.2282  -0.137
C32 3.2100 -3.5012 -0.5667  -0.124
C33 4.1826 -4.5162 -0.2569  -0.109
C34 5.4255 -4.2029 0.3508  -0.012
C35 6.3412 -5.1783 0.6298  -0.082
C36 6.0686 -6.5273 0.3206  -0.099
C37 4.8751 -6.8610 -0.2529  -0.046
C38 3.9086 -5.8711 -0.5488  -0.169
C39 2.6508 -6.2119 -1.1084  -0.020
C40 1.7508 -5.2435 -1.4103  -0.050
C41 2.0467 -3.8741 -1.1819  -0.271
S2 0.7495 -2.7140 -1.7127  1.016
O5 1.3728 -1.3626 -1.8093  -0.589
C42 0.6482 -3.3392 -3.3787  -0.372
C43 -0.5962 -3.7302 -3.8258  -0.108
C44 -0.7216 -4.1847 -5.1380  -0.050
C45 0.3734 -4.2337 -5.9836  -0.274
C46 0.2375 -4.7198 -7.4031  -0.062
C47 1.6189 -3.7941 -5.5127  -0.046
C48 1.7596 -3.3391 -4.2190  -0.055
H11 4.8473 -7.8205 3.8714  0.072
H12 5.6168 -6.7890 5.0845  0.075
H13 6.2945 -6.9000 3.4596  0.069
H14 2.9698 -6.9410 2.7293  0.113
H15 1.6117 -5.0077 1.9114  0.116
H16 4.4978 -2.3099 3.5291  0.118
H17 5.8500 -4.2184 4.3357  0.113
H18 3.0267 0.3570 2.0684  0.089
H19 4.5569 1.5996 0.5756  0.119
H20 5.9293 1.6751 -1.4548  0.110
H21 6.8013 0.5947 -3.4870  0.095
H22 6.1651 -1.7550 -4.0131  0.097
H23 4.6730 -2.9910 -2.5249  0.112
H24 5.6412 -3.1729 0.6036  0.124
H25 7.2810 -4.9124 1.0991  0.103
H26 6.8015 -7.2936 0.5445  0.095
H27 4.6434 -7.8948 -0.4857  0.107
H28 2.4239 -7.2547 -1.3008  0.112
H29 0.7966 -5.5016 -1.8551  0.119
H30 -1.4661 -3.6065 -3.1886  0.052
H31 -1.7057 -4.4513 -5.5062  0.104
H32 -0.8077 -4.8950 -7.6576  0.071
H33 0.7850 -5.6540 -7.5529  0.073
H34 0.6396 -3.9882 -8.1075  0.075
H35 2.4740 -3.7975 -6.1814  0.107
H36 2.7095 -2.9631 -3.8551  0.103
O6 -2.1724 -1.7222 -1.4543  -0.281
N3 -3.2766 -1.0440 -1.6699  -0.245
C49 -3.7904 -0.3441 -0.6208  -0.056
C50 -4.8866 0.4624 -0.7255  -0.083
C51 -5.5235 0.5398 -1.9652  -0.106
C52 -5.0380 -0.2080 -3.0075  -0.131
C53 -3.9000 -1.0423 -2.9004  -0.728
S3 -3.3402 -1.9890 -4.2099  0.510
H37 -3.2301 -0.4737 0.2929  0.121
H38 -5.2036 1.0491 0.1257  0.103
H39 -6.3750 1.1946 -2.1056  0.096
H40 -5.5067 -0.1806 -3.9810  0.080

As for the total energy: -105528.1610 eV. The value obtained for the energy above the lowest of the compared OMol25 structures with the same formula, charge and spin is 0.00 kcal per mole. For the HOMO energy, the calculation gives -1.463 eV. The gap between HOMO and LUMO is 0.1761 hartree. The total charge is -2.